Record 1
This record from OMol25 describes a 9-piece molecular cluster, C30H60Br2O12 overall at a distorted geometry. The level of theory is ωB97M-V/def2-TZVPD.

- Orbital gap: 9.6 eV
- HOMO level: -9.4 eV
- SMILES: CCOC(C)=O.CCOC(C)=O.CCOC(C)=O.CCOC(C)=O.CC(C)=O.CC(C)=O.CC(C)=O.CC(C)=O.BrCCBr
- Total charge: 0
- Multiplicity: 1

```
104
Properties=species:S:1:pos:R:3:forces:R:3:lowdin_charge:R:1
C 0.639 6.988 -0.268 0.746 0.734 1.584 -0.029
C 1.050 5.897 -1.179 0.532 -2.141 -0.527 -0.488
O 0.286 4.997 -1.488 0.201 0.797 0.251 0.055
C 2.476 5.869 -1.694 0.724 0.078 -0.206 -0.024
H 1.426 7.391 0.370 0.954 -0.121 -0.540 0.076
H 0.068 6.566 0.559 -1.246 0.208 -0.721 0.087
H 0.315 7.894 -0.781 -0.841 -0.347 0.011 0.096
H 2.490 6.476 -2.600 0.246 0.483 0.119 0.088
H 2.922 4.930 -2.020 -1.011 -0.540 0.011 0.069
H 3.228 6.187 -0.972 -0.305 0.766 0.046 0.077
C -4.854 -1.192 -1.485 -1.091 -0.642 -0.440 -0.034
C -5.681 -2.092 -2.405 2.044 -1.036 -1.062 -0.486
O -5.231 -3.206 -2.665 -0.970 1.109 0.315 0.037
C -6.926 -1.541 -3.009 0.176 0.233 -0.066 -0.025
H -5.002 -1.676 -0.520 0.460 0.305 0.322 0.078
H -5.242 -0.174 -1.442 0.268 0.011 0.022 0.082
H -3.824 -1.264 -1.834 -0.063 0.099 0.305 0.025
H -7.315 -0.919 -2.203 -1.085 -0.299 -0.189 0.084
H -7.518 -2.311 -3.504 -0.388 -0.013 0.757 0.088
H -6.741 -0.833 -3.818 0.642 0.177 0.045 0.089
C -3.202 1.293 4.220 0.415 1.139 0.881 0.002
C -2.494 2.124 3.166 -0.574 -0.393 -1.078 -0.492
O -2.104 1.545 2.184 0.950 -0.713 -0.531 0.037
C -2.498 3.624 3.085 0.288 0.114 1.065 -0.024
H -3.294 1.793 5.184 -0.263 0.374 -0.086 0.078
H -2.663 0.383 4.483 -0.194 -0.230 -0.732 0.085
H -4.191 1.158 3.782 -0.054 -0.541 0.234 0.094
H -1.717 3.976 2.411 -0.041 -0.246 -0.029 0.084
H -2.299 4.004 4.087 -0.402 0.524 -0.063 0.069
H -3.454 3.962 2.684 -0.119 0.032 0.285 0.096
C 0.410 3.463 5.179 0.400 -2.106 0.846 0.006
C 0.682 1.925 5.488 0.209 1.661 0.653 -0.461
O 0.592 1.438 6.599 0.032 0.691 -0.904 0.058
C 0.998 1.055 4.318 -0.664 -0.900 -0.621 -0.026
H -0.026 3.902 6.077 -0.388 0.039 -0.322 0.078
H -0.209 3.409 4.284 -0.042 0.671 0.172 0.039
H 1.339 3.999 4.988 0.076 -0.226 -0.295 0.080
H 1.957 0.548 4.427 -0.125 -0.029 0.099 0.092
H 0.872 1.406 3.294 0.398 0.825 0.209 0.056
H 0.183 0.334 4.371 0.218 -0.676 0.120 0.083
O -4.941 -1.180 2.169 -0.699 2.757 -1.679 0.118
C -4.306 -2.005 2.717 -1.694 -2.495 1.456 -0.629
O -3.114 -2.426 2.457 2.083 -0.334 0.300 0.020
C -2.272 -1.708 1.580 1.189 0.509 -0.949 -0.210
C -1.004 -2.537 1.301 -0.421 -0.081 -0.328 -0.037
C -4.926 -2.853 3.790 -0.528 -0.751 -0.730 0.020
H -1.949 -0.737 1.955 -0.435 -0.042 0.626 0.089
H -2.821 -1.429 0.681 -0.009 -0.471 -0.148 0.077
H -1.100 -3.585 1.587 -0.401 -0.046 -0.165 0.076
H -0.114 -2.212 1.840 -0.107 0.415 -0.009 0.062
H -0.833 -2.493 0.226 0.333 -0.132 0.107 0.046
H -5.721 -3.499 3.416 -0.210 0.277 -0.881 0.084
H -5.516 -2.166 4.397 0.779 -0.364 1.040 0.094
H -4.220 -3.635 4.069 0.111 0.723 1.409 0.089
O 2.644 -0.635 -2.503 1.275 0.697 -1.630 0.060
C 3.449 -0.028 -3.213 -1.737 -1.756 0.451 -0.483
O 3.625 -0.212 -4.557 -0.097 -0.813 0.981 -0.019
C 2.803 -1.123 -5.321 -0.770 -0.093 -0.406 -0.212
C 1.789 -0.267 -6.033 -0.025 1.114 0.150 -0.077
C 4.300 1.071 -2.741 0.702 1.289 -0.753 0.003
H 2.277 -1.922 -4.798 0.374 0.328 0.919 0.095
H 3.410 -1.667 -6.046 0.533 0.435 0.126 0.123
H 1.121 0.237 -5.336 -0.475 -0.650 0.308 0.078
H 1.232 -0.786 -6.813 0.070 0.095 0.067 0.085
H 2.293 0.628 -6.397 0.274 -0.288 -0.806 0.078
H 4.905 1.398 -3.586 0.373 -0.131 0.204 0.091
H 4.911 0.887 -1.857 -0.372 -0.236 -0.060 0.075
H 3.640 1.923 -2.575 -0.108 -0.032 0.454 0.074
O 0.024 -6.177 -2.386 1.009 0.506 -0.476 0.116
C -0.670 -5.454 -1.738 -1.098 0.819 0.237 -0.545
O -0.677 -4.091 -1.681 0.156 -0.150 -0.604 -0.041
C 0.106 -3.278 -2.563 -0.078 1.248 -1.403 -0.191
C -0.538 -2.933 -3.986 0.011 -0.986 1.667 -0.028
C -1.850 -6.005 -0.993 0.618 0.589 0.909 0.022
H 1.082 -3.713 -2.780 -0.081 -0.279 0.257 0.115
H 0.260 -2.328 -2.052 0.064 -0.195 0.299 0.081
H 0.219 -2.447 -4.601 0.124 -0.533 -0.109 0.043
H -1.389 -2.252 -4.025 -0.083 -0.053 0.702 0.061
H -0.883 -3.911 -4.319 0.195 0.167 -0.829 0.073
H -1.475 -6.926 -0.549 -0.838 -0.530 -0.676 0.092
H -2.620 -5.958 -1.763 -0.279 -0.973 0.230 0.103
H -2.219 -5.421 -0.149 0.220 0.458 -0.219 0.072
O 7.041 -0.506 1.545 -2.535 -0.637 -1.155 0.071
C 6.097 0.138 1.069 3.125 -0.327 1.864 -0.541
O 4.922 -0.244 0.563 1.249 -1.159 0.542 -0.095
C 4.579 -1.656 0.613 -0.903 -0.376 -1.221 -0.205
C 3.586 -1.944 1.690 -0.133 0.019 1.407 -0.068
C 6.307 1.599 1.065 -0.916 1.474 -0.716 -0.004
H 5.361 -2.401 0.761 0.819 0.919 0.017 0.125
H 4.189 -1.853 -0.385 -0.183 0.046 -0.010 0.115
H 4.029 -1.550 2.605 0.025 -0.121 0.306 0.086
H 3.510 -3.022 1.834 -0.019 -0.056 -0.085 0.086
H 2.570 -1.548 1.696 0.091 0.258 -0.766 0.056
H 7.131 1.992 1.660 -0.090 -0.723 0.145 0.094
H 5.384 2.092 1.369 -0.028 0.245 -0.152 0.054
H 6.529 1.885 0.036 -0.190 0.229 -0.181 0.088
Br 2.599 1.660 0.350 -1.192 0.112 0.254 0.726
C 0.947 0.595 0.030 -0.231 -0.074 -0.722 -0.618
C 0.164 1.262 -1.092 0.164 -0.151 0.229 -0.628
Br -1.589 0.374 -1.420 0.835 0.133 0.154 0.688
H 0.248 0.539 0.865 0.717 0.016 0.531 0.040
H 1.394 -0.357 -0.254 -0.465 -0.015 0.063 0.029
H 0.733 1.209 -2.021 -0.323 0.305 0.040 0.042
H -0.111 2.262 -0.756 0.121 -0.001 -0.521 0.039
```
Forces are in eV/Å.



Record 2
This record from OMol25 describes C30H60Br4NiO14S6 as an isolated structure at a distorted geometry. The level of theory is ωB97M-V/def2-TZVPD.

- Orbital gap (spin up / spin down): 7.7 / 7.7 eV
- HOMO level (spin up / spin down): -7.7 / -7.6 eV
- Total charge: 0
- Multiplicity: 3

```
115
Properties=species:S:1:pos:R:3:forces:R:3:lowdin_spin:R:1
Ni -1.677 -1.318 -0.004 1.779 1.594 -0.436 1.742
O -1.722 0.722 0.169 -0.041 -0.897 0.678 0.071
C -0.401 1.173 0.071 -0.082 -1.097 -1.517 0.007
C 0.623 0.128 0.601 -0.228 0.883 1.765 0.008
O 0.301 -1.189 0.339 -0.491 -0.533 -0.550 0.087
H -0.234 2.174 0.502 -0.036 -0.055 0.478 0.002
H -0.201 1.306 -1.006 0.286 0.120 -0.077 0.000
H 0.661 0.289 1.704 -0.251 -0.057 0.197 0.000
H 1.668 0.403 0.360 -0.030 -0.111 -0.767 0.003
C -2.843 4.314 -2.313 -1.347 0.785 -1.245 0.000
C -4.192 3.865 -1.700 1.294 -0.135 1.274 0.000
C -5.049 3.186 -2.735 -0.169 -1.068 -0.289 0.000
S -3.950 2.626 -4.070 1.672 0.623 0.111 0.000
O -4.084 3.442 -5.254 -0.509 -0.030 0.129 0.000
O -3.972 1.186 -4.197 -0.266 0.309 0.100 0.000
C -2.422 3.153 -3.201 -0.686 -1.187 0.844 0.000
H -2.113 4.618 -1.567 0.035 -0.147 0.060 0.000
H -3.126 5.183 -2.921 0.682 0.119 -0.123 0.000
H -4.727 4.637 -1.150 0.085 0.223 -0.251 0.000
H -3.857 3.153 -0.935 -0.538 -0.277 -0.052 0.000
H -5.860 3.771 -3.162 0.114 0.117 -0.035 0.000
H -5.426 2.250 -2.323 -0.340 0.108 -0.156 0.000
H -1.554 3.206 -3.851 -0.230 0.368 -0.310 0.000
H -2.277 2.282 -2.546 0.311 0.039 0.001 0.000
C 1.532 -2.469 -4.054 -0.979 0.430 -0.938 0.000
C 0.154 -2.825 -4.645 -1.098 -1.256 0.205 0.000
C -0.692 -1.554 -4.714 1.182 -0.433 -0.149 0.003
S -0.395 -0.766 -3.137 0.256 1.057 -2.007 0.004
O -1.304 -1.300 -2.147 -0.257 -0.192 0.314 0.020
O -0.373 0.659 -3.415 0.191 -0.546 0.859 0.000
C 1.285 -1.452 -2.940 -0.144 0.139 0.736 0.000
H 2.034 -2.028 -4.919 0.509 0.254 0.429 0.000
H 2.097 -3.332 -3.716 -0.095 -0.067 0.072 0.000
H -0.373 -3.579 -4.053 0.184 0.137 0.241 0.000
H 0.201 -3.278 -5.638 0.348 0.173 -0.035 0.000
H -1.738 -1.663 -4.981 -0.095 -0.002 0.292 0.000
H -0.175 -0.928 -5.445 -0.375 0.460 0.122 0.000
H 1.254 -1.892 -1.940 0.092 -0.028 -0.002 0.000
H 1.977 -0.613 -2.936 -0.079 0.063 -0.023 0.000
C -2.218 -0.271 4.598 0.195 1.896 -1.236 0.000
C -0.760 -0.778 4.579 -0.446 0.162 0.549 0.000
C -0.653 -2.041 3.733 -0.204 -0.831 0.486 0.000
S -2.305 -2.419 3.091 1.229 1.135 1.031 0.005
O -2.581 -3.821 3.203 -0.381 -0.216 -0.245 0.002
O -2.418 -1.752 1.808 -0.851 -0.038 0.033 0.023
C -3.183 -1.407 4.344 0.903 -0.886 0.271 0.003
H -2.367 0.499 3.828 0.130 -0.426 -0.390 0.000
H -2.351 0.369 5.472 -0.458 -0.745 0.439 0.000
H -0.573 -0.993 5.634 0.442 -0.415 -0.168 0.000
H -0.053 0.000 4.309 -0.105 0.085 -0.295 0.000
H -0.404 -2.877 4.387 -0.068 -0.146 -0.172 0.000
H 0.060 -2.088 2.912 -0.177 0.496 -0.167 0.000
H -3.158 -2.086 5.201 -0.483 -0.039 -0.006 0.000
H -4.188 -1.163 4.020 -0.008 0.015 -0.020 0.000
C 0.065 -5.781 1.565 -0.198 0.195 0.952 0.000
C -0.439 -6.826 0.584 -0.139 0.175 -0.783 0.000
C -1.486 -6.096 -0.264 -0.174 0.759 0.358 0.002
S -0.676 -4.495 -0.655 0.347 -0.936 1.100 0.003
O -1.637 -3.437 -0.385 -0.205 -0.024 -0.386 0.015
O 0.060 -4.583 -1.891 -0.284 0.320 -0.034 0.000
C 0.486 -4.560 0.753 0.091 -0.319 -0.683 0.000
H 0.926 -6.123 2.141 -0.096 -0.100 0.035 0.000
H -0.721 -5.537 2.285 0.035 0.105 -0.053 0.000
H -0.911 -7.707 1.013 0.222 0.018 0.307 0.000
H 0.409 -7.138 -0.032 -0.175 -0.213 -0.145 0.000
H -2.331 -5.800 0.365 0.117 0.034 0.164 0.000
H -1.940 -6.612 -1.106 0.579 0.112 -0.374 0.000
H 0.531 -3.575 1.216 -0.264 -0.045 0.100 0.000
H 1.471 -4.789 0.339 -0.120 0.239 -0.349 0.000
C 1.842 4.604 -1.187 -1.932 0.045 -0.406 0.000
C 1.889 5.923 -1.958 1.267 0.089 -0.212 0.000
C 2.709 5.586 -3.242 0.016 1.171 1.344 0.000
S 2.003 4.037 -3.780 1.390 -0.085 -1.270 0.000
O 3.125 3.153 -4.112 -1.189 0.488 0.454 0.000
O 1.006 4.324 -4.787 -0.125 -0.433 0.564 0.000
C 1.293 3.586 -2.181 -0.037 -0.839 -0.387 0.000
H 1.108 4.696 -0.385 0.337 -0.164 0.315 0.000
H 2.789 4.208 -0.831 0.232 0.578 0.134 0.000
H 2.264 6.740 -1.337 0.587 -0.119 -0.218 0.000
H 0.927 6.324 -2.283 -0.357 -0.658 0.101 0.000
H 3.765 5.389 -3.057 -0.059 -0.082 0.313 0.000
H 2.671 6.444 -3.909 -0.323 -0.515 -0.667 0.000
H 1.588 2.564 -1.940 0.117 0.006 -0.232 0.000
H 0.213 3.545 -2.322 -0.015 0.406 0.163 0.000
C 4.662 -4.023 1.198 0.528 -0.791 -0.274 0.000
C 3.929 -2.748 0.818 -0.209 1.133 0.183 0.000
C 3.360 -2.114 2.087 -1.268 -0.824 1.092 0.000
S 3.326 -3.460 3.372 0.319 0.611 -0.506 0.000
O 1.988 -3.692 3.893 0.575 0.112 -0.359 0.000
O 4.432 -3.236 4.271 -0.208 0.021 0.247 0.000
C 3.865 -4.767 2.274 0.248 0.559 -0.475 0.000
H 5.679 -3.847 1.553 -0.147 0.391 0.199 0.000
H 4.817 -4.705 0.358 -0.218 0.169 -0.159 0.000
H 3.091 -2.879 0.131 0.096 -0.415 -0.038 0.000
H 4.566 -1.994 0.354 0.224 -0.299 -0.148 0.000
H 2.299 -1.863 2.008 0.083 0.203 -0.377 0.000
H 3.870 -1.255 2.515 0.325 -0.182 0.007 0.000
H 3.021 -5.263 1.798 -0.025 -0.229 0.436 0.000
H 4.535 -5.392 2.857 -0.390 -0.376 0.060 0.000
Br -2.228 4.415 4.306 0.162 -0.065 -0.218 0.000
C -2.628 3.428 2.674 -0.425 -1.048 0.947 0.000
C -4.111 3.306 2.459 -0.766 0.749 -1.070 0.000
Br -4.975 5.090 2.187 0.294 -0.675 -0.153 0.000
H -2.301 2.401 2.851 0.293 0.120 -0.018 0.000
H -2.045 3.800 1.841 -0.269 0.373 -0.052 0.000
H -4.758 2.858 3.206 0.680 0.062 0.621 0.000
H -4.296 2.701 1.568 0.142 0.365 -0.236 0.000
Br 4.102 5.396 2.979 0.025 -0.043 -0.164 0.000
C 3.893 3.713 2.029 -0.059 -0.387 0.404 0.000
C 2.472 3.220 2.059 -1.275 0.868 -0.497 0.000
Br 1.769 2.895 3.836 0.211 -0.503 0.069 0.000
H 4.536 2.995 2.532 0.134 0.097 -0.064 0.000
H 4.243 3.871 1.013 -0.063 0.016 -0.025 0.000
H 2.244 2.401 1.375 0.502 -0.497 0.440 0.000
H 1.748 3.967 1.730 0.459 0.347 -0.134 0.000
```
Forces are in eV/Å.



Computed energy above the lowest of the compared OMol25 structures with the same formula, charge and spin, in the same sequence as the records: 78.9, 0.0 kcal per mole.